1.
{
  "formula": "C24H27N5O2S",
  "method": "ωB97M-V/def2-TZVPD",
  "e_above_lowest_ev": 0.067,
  "multiplicity": 1,
  "elements": ["C", "C", "C", "H", "C", "N", "N", "C", "C", "C", "C", "C", "C", "C", "C", "O", "H", "H", "H", "H", "C", "O", "N", "H", "C", "C", "N", "C", "C", "C", "C", "C", "C", "N", "H", "H", "H", "H", "H", "H", "C", "C", "H", "H", "S", "C", "H", "H", "H", "H", "H", "H", "H", "H", "H", "H", "H", "H", "H"],
  "positions_angstrom": [[-1.591180, -3.305130, 1.557839], [-2.797406, -2.862217, 0.738300], [-3.925066, -2.276811, 1.589450], [-4.201062, -2.990857, 2.367124], [-3.562472, -0.955260, 2.273291], [-3.288217, 0.090149, 1.306051], [-2.061779, 0.108522, 0.827047], [-1.683506, 0.961672, -0.075531], [-2.590692, 1.952926, -0.598518], [-2.259295, 2.913406, -1.562589], [-3.202573, 3.819349, -1.991743], [-4.498893, 3.798275, -1.480643], [-4.847485, 2.860540, -0.535994], [-3.904615, 1.934438, -0.086909], [-4.307848, 0.946383, 0.913233], [-5.420601, 0.846515, 1.393363], [-5.842342, 2.813265, -0.119845], [-5.226754, 4.516414, -1.827075], [-2.934044, 4.555996, -2.734526], [-1.258323, 2.931955, -1.960092], [-0.262257, 0.806799, -0.520734], [0.278372, 1.561953, -1.319375], [0.344736, -0.248983, 0.046256], [-0.226598, -0.783371, 0.685832], [1.677973, -0.747897, -0.253254], [2.761200, 0.201040, 0.152393], [3.762641, -0.130814, 0.917186], [4.545553, 0.993278, 1.003082], [5.736542, 1.215294, 1.685404], [6.304841, 2.467463, 1.588073], [5.716615, 3.486104, 0.834288], [4.535500, 3.289030, 0.148626], [3.957656, 2.032969, 0.240722], [2.823471, 1.486601, -0.295715], [2.111938, 1.921036, -0.871282], [4.079933, 4.075589, -0.434163], [6.200456, 4.450687, 0.789010], [7.230046, 2.672794, 2.106398], [6.189297, 0.428343, 2.267000], [1.815857, -1.657429, 0.338800], [1.816712, -1.099260, -1.744320], [0.885668, -2.230624, -2.152679], [1.031958, -2.491846, -3.201438], [-0.156419, -1.949977, -2.001374], [1.098174, -3.753126, -1.170539], [2.791967, -4.210538, -1.629319], [2.884369, -4.203254, -2.711670], [2.953641, -5.213860, -1.249938], [3.499634, -3.525754, -1.171237], [1.580022, -0.218807, -2.344771], [2.855068, -1.373405, -1.937510], [-4.404448, -0.614215, 2.878904], [-2.677263, -1.072706, 2.898894], [-4.803277, -2.107881, 0.962659], [-3.190140, -3.725027, 0.196957], [-2.481229, -2.128988, -0.006768], [-1.887118, -4.044260, 2.298836], [-0.842183, -3.750830, 0.907717], [-1.134751, -2.465658, 2.076800]],
  "forces_ev_per_angstrom": [[-0.16, 0.03, -0.27], [-0.06, -0.09, 0.18], [0.17, 0.20, -0.15], [-0.07, -0.04, 0.03], [-0.35, -0.46, 0.28], [-0.31, 0.24, 0.05], [0.81, 0.30, -0.48], [-0.56, -0.18, 0.40], [-0.51, 0.11, 0.10], [0.13, 0.08, -0.13], [0.02, -0.05, 0.03], [-0.06, -0.05, 0.07], [-0.03, -0.05, 0.06], [0.33, 0.18, -0.29], [-0.05, 0.02, 0.04], [-0.08, 0.03, -0.06], [-0.07, 0.00, 0.02], [-0.07, 0.05, -0.02], [0.04, 0.04, -0.05], [0.00, 0.01, -0.01], [0.22, -0.51, 0.32], [-0.05, 0.21, -0.22], [-0.04, -0.26, 0.18], [0.06, 0.06, -0.02], [0.27, 0.22, -0.44], [0.02, -0.11, 0.16], [-0.23, -0.59, 0.09], [-0.16, 0.68, -0.39], [-0.08, 0.01, -0.05], [0.17, -0.04, 0.12], [-0.03, 0.13, -0.06], [-0.07, 0.10, -0.07], [0.56, -0.24, 0.42], [-0.11, 0.05, -0.11], [0.03, -0.10, 0.07], [-0.01, 0.11, -0.05], [0.03, 0.07, -0.01], [0.07, 0.01, 0.04], [0.06, -0.09, 0.07], [-0.01, 0.22, -0.08], [-0.17, -0.11, 0.14], [0.25, -0.39, 0.20], [-0.10, 0.09, -0.03], [-0.06, 0.01, -0.08], [-0.07, -0.05, -0.20], [-0.42, 0.30, 0.13], [0.12, -0.05, -0.08], [0.07, -0.07, 0.00], [0.17, -0.04, -0.04], [0.12, -0.01, 0.00], [0.01, 0.04, 0.00], [0.20, -0.03, -0.03], [-0.06, 0.12, -0.03], [-0.08, -0.01, 0.08], [0.00, 0.03, -0.08], [-0.05, -0.08, -0.11], [0.03, -0.08, 0.13], [0.12, -0.05, 0.06], [0.11, 0.08, 0.12]]
}


2.
{
  "formula": "C24H27N5O2S2",
  "method": "ωB97M-V/def2-TZVPD",
  "e_above_lowest_ev": 0.000,
  "multiplicity": 1,
  "elements": ["C", "C", "C", "C", "C", "C", "C", "N", "C", "N", "N", "N", "H", "H", "H", "S", "O", "O", "N", "C", "C", "C", "C", "C", "C", "C", "H", "H", "C", "C", "H", "H", "H", "C", "H", "H", "H", "C", "H", "H", "H", "H", "H", "H", "H", "C", "C", "C", "C", "C", "S", "H", "H", "H", "H", "H", "H", "H", "H", "H"],
  "positions_angstrom": [[0.471958, -0.191542, 3.117257], [0.584220, 0.597947, 1.854584], [-0.504922, 0.706845, 0.997131], [-0.414974, 1.412419, -0.183634], [0.742901, 2.082470, -0.526315], [1.836052, 2.006506, 0.313158], [1.762259, 1.257444, 1.484365], [2.901942, 1.194226, 2.298925], [3.868753, 2.129368, 2.500254], [4.761536, 1.631673, 3.310774], [4.355703, 0.401321, 3.599795], [3.266788, 0.125842, 3.024229], [3.873137, 3.112381, 2.083071], [2.754444, 2.510755, 0.053746], [0.765264, 2.652790, -1.440078], [-1.827109, 1.490929, -1.298454], [-2.943613, 1.955530, -0.535320], [-1.423007, 2.238836, -2.450714], [-2.139963, -0.057783, -1.815445], [-1.177699, -0.600230, -2.759153], [0.084188, -1.103196, -2.106520], [0.110417, -2.296629, -1.394381], [1.260081, -2.713329, -0.752033], [2.434437, -1.966003, -0.796514], [2.408983, -0.790314, -1.536567], [1.257984, -0.368659, -2.179568], [1.274489, 0.540568, -2.762191], [3.295306, -0.184666, -1.632734], [3.687409, -2.487812, -0.112009], [4.840103, -1.481089, -0.147971], [4.551337, -0.540926, 0.316420], [5.167955, -1.288486, -1.166725], [5.686109, -1.879914, 0.406992], [4.131918, -3.761499, -0.847100], [3.369277, -4.533442, -0.788193], [5.047171, -4.148341, -0.404921], [4.318741, -3.546300, -1.897222], [3.396118, -2.816684, 1.358042], [2.589482, -3.537007, 1.458588], [4.283922, -3.239760, 1.822242], [3.130517, -1.915590, 1.906000], [1.236883, -3.651600, -0.218900], [-0.769097, -2.922947, -1.357492], [-1.673053, -1.402569, -3.315870], [-0.949450, 0.216776, -3.444595], [-2.807614, -1.003245, -0.941508], [-4.072416, -0.452355, -0.380891], [-4.445996, -0.352624, 0.923142], [-5.733172, 0.205569, 1.086025], [-6.315956, 0.513955, -0.098430], [-5.308372, 0.131344, -1.435706], [-7.279503, 0.949616, -0.272455], [-6.195034, 0.369900, 2.042901], [-3.828469, -0.667583, 1.746555], [-3.042967, -1.880175, -1.558993], [-2.155431, -1.334184, -0.119896], [-1.446428, 0.256512, 1.266551], [1.002512, -1.137143, 3.016227], [-0.571091, -0.396490, 3.341723], [0.916510, 0.338220, 3.957465]],
  "forces_ev_per_angstrom": [[-0.08, -0.13, 0.11], [0.09, 0.12, -0.10], [0.09, -0.03, 0.04], [-0.37, 0.18, -0.46], [-0.07, 0.19, 0.08], [-0.08, -0.05, 0.20], [-0.76, -0.08, -0.59], [1.29, 0.81, 0.55], [-0.40, -0.48, 0.03], [0.44, 1.05, -0.26], [0.45, -0.66, 0.63], [-0.96, -0.69, -0.42], [-0.05, 0.25, -0.13], [0.10, 0.01, -0.05], [0.10, 0.05, -0.12], [-0.18, 0.23, 0.29], [0.29, -0.14, 0.11], [0.36, -0.17, -0.11], [0.00, 0.97, 0.06], [0.38, -0.04, -0.35], [0.17, -0.08, -0.17], [0.02, 0.00, -0.03], [-0.09, -0.05, 0.03], [0.02, 0.11, -0.03], [0.06, -0.08, 0.03], [-0.15, -0.22, -0.17], [-0.01, 0.13, -0.06], [0.14, 0.06, 0.03], [0.18, -0.12, 0.07], [-0.20, -0.16, -0.03], [0.00, 0.18, 0.06], [0.06, 0.08, -0.12], [0.08, -0.03, 0.05], [-0.02, 0.16, 0.08], [-0.08, -0.12, -0.01], [0.12, -0.07, 0.06], [0.03, -0.01, -0.12], [-0.02, 0.08, -0.18], [-0.10, -0.12, 0.03], [0.11, -0.06, 0.08], [-0.04, -0.02, 0.04], [0.03, -0.11, 0.07], [-0.11, -0.08, 0.01], [-0.02, 0.11, 0.06], [0.05, -0.27, -0.13], [-0.17, -0.13, 0.44], [-0.47, -0.24, 0.00], [0.21, -0.21, -0.29], [-0.21, 0.10, 0.00], [0.10, -0.04, -0.28], [0.00, -0.13, 0.46], [-0.21, 0.10, 0.01], [-0.12, 0.05, 0.14], [0.18, -0.06, 0.12], [0.19, 0.11, 0.07], [-0.14, -0.09, -0.11], [-0.11, -0.12, 0.15], [-0.02, -0.04, 0.09], [-0.09, 0.00, 0.00], [-0.02, -0.03, 0.06]]
}


3.
{
  "formula": "C24H27N5O2S2",
  "method": "ωB97M-V/def2-TZVPD",
  "e_above_lowest_ev": 16.652,
  "multiplicity": 1,
  "elements": ["C", "C", "C", "C", "C", "C", "C", "N", "C", "N", "N", "N", "H", "H", "H", "S", "O", "O", "N", "C", "C", "C", "C", "C", "C", "C", "H", "H", "C", "C", "H", "H", "H", "C", "H", "H", "H", "C", "H", "H", "H", "H", "H", "H", "H", "C", "C", "C", "C", "C", "S", "H", "H", "H", "H", "H", "H", "H", "H", "H"],
  "positions_angstrom": [[4.540623, -0.489468, 2.218893], [3.973198, -0.758973, 0.821843], [3.236964, -1.818664, 0.601580], [2.507230, -2.192579, -0.601309], [2.575159, -1.452887, -1.783782], [3.225995, -0.201681, -1.413568], [3.814839, 0.020241, -0.080829], [4.614924, 1.358210, -0.245117], [5.328727, 2.011953, -1.151209], [5.904270, 3.024772, -0.524680], [5.356172, 3.293776, 0.752427], [4.593927, 2.184514, 0.885938], [5.579806, 1.461037, -2.164702], [3.377788, 0.687179, -2.234244], [2.057835, -1.526523, -2.694214], [1.375438, -3.667537, -0.622656], [1.479244, -4.165190, -2.080918], [1.850083, -4.634656, 0.316185], [0.042609, -2.986772, -0.400355], [-1.059341, -2.753797, -1.250848], [-1.677310, -1.432778, -1.308636], [-3.123805, -1.149388, -1.092028], [-3.560266, 0.124902, -1.013505], [-2.819910, 1.178949, -0.670270], [-1.382530, 1.108212, -1.069652], [-0.744036, -0.292967, -1.027246], [0.256311, -0.621079, -0.991415], [-0.675116, 1.928558, -0.692917], [-3.488261, 2.448413, -0.515130], [-2.353223, 3.557549, -0.302426], [-1.713191, 3.832478, -1.276638], [-1.825457, 3.361870, 0.386977], [-2.878217, 4.578091, -0.194001], [-4.357209, 2.275660, 0.572416], [-4.844402, 3.299587, 0.771500], [-3.719459, 2.339747, 1.516779], [-5.085925, 1.664603, 0.283713], [-4.224034, 2.873402, -1.608526], [-3.593721, 2.932532, -2.732411], [-5.125478, 2.257088, -1.967506], [-4.602216, 3.753896, -1.586194], [-4.767734, 0.181181, -0.857974], [-3.753668, -2.136067, -1.373957], [-0.542793, -3.031620, -2.289480], [-1.932013, -3.495483, -1.428517], [-0.382425, -3.350443, 1.001885], [-0.775416, -2.102115, 1.737067], [0.116602, -1.121296, 2.058820], [-0.645860, 0.211271, 2.521209], [-2.138404, -0.018702, 2.804671], [-2.461257, -1.562838, 2.086166], [-2.719372, 0.603675, 3.139258], [0.018201, 1.072616, 2.852575], [1.109605, -1.086233, 1.930347], [-1.314392, -3.992569, 1.122333], [0.301834, -3.718563, 1.751833], [2.972828, -2.709370, 1.342149], [3.919329, 0.339531, 2.706413], [5.558988, -0.106038, 2.012147], [4.597896, -1.389236, 3.051738]],
  "forces_ev_per_angstrom": [[0.33, -0.22, 1.71], [1.98, -5.19, 11.61], [-5.66, -9.13, -1.02], [0.63, -0.66, 1.05], [1.92, 4.00, 3.77], [0.14, 0.36, -1.54], [0.45, 11.53, -15.07], [-2.10, 0.74, 4.79], [2.22, -1.32, -0.55], [0.35, 2.94, -1.28], [-1.20, -6.86, -4.40], [-0.14, 0.79, 0.97], [-0.28, 1.88, 2.23], [-0.59, -2.45, 2.29], [-0.39, -0.69, -0.98], [7.51, -2.64, -8.11], [-0.95, 2.03, 4.18], [-0.74, 0.39, 1.03], [-4.59, -0.75, 5.32], [-0.79, -2.68, -6.44], [0.03, 5.19, 3.55], [3.16, -4.97, -3.53], [-5.82, -2.26, 1.71], [5.64, 0.19, -4.13], [1.27, -3.20, 4.31], [-6.29, 1.00, -2.40], [1.32, 0.75, 0.03], [-1.18, -1.18, -1.14], [5.70, 2.16, 0.33], [-7.98, 4.83, -11.06], [-1.38, -1.29, 2.00], [7.32, -2.43, 9.51], [0.60, -1.52, 0.46], [0.96, 6.61, 5.97], [0.02, -1.19, -0.55], [-1.26, -1.76, -0.65], [-2.90, -3.13, 0.31], [-0.24, -4.68, -9.62], [-1.31, -0.34, 3.23], [1.24, 0.22, 0.93], [-2.26, 6.12, 0.88], [3.02, 0.02, -0.65], [0.85, 2.68, 1.07], [-1.02, 1.03, 1.51], [1.51, 0.22, 1.65], [-3.36, 1.24, 2.32], [-0.77, 2.63, 0.60], [-6.92, 3.88, 1.45], [-1.33, -3.06, 1.40], [13.15, -6.91, -6.13], [0.61, -0.57, 0.36], [-6.44, 6.27, 3.45], [-1.40, -0.98, -0.40], [3.44, -0.14, -0.52], [1.32, 0.12, -1.21], [0.95, -0.71, -1.03], [1.27, 2.29, -0.85], [1.06, -1.09, -0.77], [-0.43, -0.06, 0.78], [-0.27, 1.96, -2.78]]
}


4.
{
  "formula": "C24H27NOSiTl",
  "method": "ωB97M-V/def2-TZVPD",
  "total_charge": 1,
  "e_above_lowest_ev": 0.387,
  "multiplicity": 1,
  "elements": ["C", "C", "C", "H", "C", "C", "H", "H", "H", "H", "Tl", "C", "H", "H", "H", "Si", "C", "C", "H", "C", "H", "C", "H", "C", "H", "C", "H", "C", "C", "H", "C", "H", "C", "H", "C", "H", "C", "H", "H", "H", "O", "C", "C", "C", "C", "C", "C", "N", "H", "H", "H", "H", "H", "H", "H"],
  "positions_angstrom": [[0.446753, 1.934381, 1.184225], [-0.548400, 2.567178, 0.379386], [-1.816079, 2.374260, 1.011227], [-0.367221, 3.103858, -0.548053], [-1.601642, 1.620396, 2.202838], [-0.207931, 1.370642, 2.317917], [0.276587, 0.904382, 3.172110], [1.515481, 1.912495, 0.977463], [-2.766087, 2.751633, 0.648544], [-2.355123, 1.341200, 2.936109], [-2.434979, -2.186292, 1.642008], [-1.495883, -2.182795, -1.257396], [-2.147894, -1.473463, -0.730516], [-1.082573, -2.996213, -0.656711], [-2.044414, -2.572468, -2.123327], [0.082392, -0.170175, -2.181671], [1.779742, -0.240958, -2.856763], [2.640308, 0.857871, -2.637809], [2.216528, 1.810303, -2.308793], [4.022843, 0.686037, -2.792917], [4.692864, 1.529001, -2.607637], [4.545160, -0.553447, -3.177091], [5.622611, -0.694477, -3.257023], [3.683685, -1.627046, -3.443993], [4.080201, -2.592277, -3.759961], [2.296724, -1.471694, -3.313005], [1.609437, -2.298596, -3.516259], [-1.193090, 0.970446, -2.828511], [-0.833305, 1.919171, -3.807707], [0.081578, 1.780932, -4.386006], [-1.638194, 3.047190, -4.001123], [-1.338322, 3.801303, -4.731690], [-2.815692, 3.217331, -3.266663], [-3.430079, 4.107627, -3.395648], [-3.215126, 2.225531, -2.363553], [-4.145491, 2.320460, -1.802732], [-2.422215, 1.097089, -2.155623], [-2.738517, 0.345811, -1.432075], [0.295635, 0.269827, -0.789740], [-0.415989, -1.570445, -1.805877], [0.072273, -1.578136, 1.205260], [0.925039, -2.139163, 2.235237], [0.377866, -1.956487, 3.622243], [1.063379, -2.491375, 4.717001], [0.547831, -2.255510, 5.990988], [-0.621594, -1.494532, 6.114497], [-1.269443, -1.046920, 4.958532], [-0.788918, -1.305706, 3.731926], [0.139285, -0.608335, 1.251455], [1.019545, -3.212457, 2.011123], [1.921010, -1.679322, 2.160841], [1.958558, -3.080837, 4.501006], [1.055169, -2.660975, 6.861028], [-1.044035, -1.264499, 7.090097], [-2.190226, -0.461769, 5.012799]],
  "forces_ev_per_angstrom": [[-0.53, -0.47, 1.04], [-1.08, -0.28, 0.63], [0.92, -0.32, -0.12], [-0.10, -0.08, 0.17], [-0.37, 0.24, -0.85], [1.18, 0.18, -0.93], [-0.05, 0.17, -0.26], [-0.25, 0.08, 0.15], [0.16, -0.05, 0.11], [0.13, 0.19, -0.13], [0.22, 0.67, 0.90], [0.25, 0.03, -1.07], [0.81, 0.04, -0.34], [0.27, 0.44, -0.12], [0.36, 0.18, 0.04], [0.84, 3.27, 0.38], [0.63, -0.72, -0.66], [0.11, -0.65, 0.07], [0.28, -0.23, -0.03], [-0.32, 0.16, -0.11], [-0.21, -0.29, -0.07], [-0.50, -0.22, 0.05], [-0.28, 0.08, -0.02], [-0.20, 0.13, -0.13], [-0.01, 0.29, 0.07], [0.48, 0.58, 0.34], [0.37, 0.16, 0.05], [-0.56, -0.17, -0.52], [-0.34, 0.03, 0.36], [-0.19, 0.14, 0.16], [0.08, -0.04, -0.08], [-0.10, -0.24, 0.23], [0.18, -0.43, 0.12], [0.19, -0.22, -0.03], [-0.02, -0.24, -0.05], [0.23, 0.08, -0.20], [0.20, 0.63, -0.19], [0.06, 0.36, -0.11], [-0.24, -0.36, 0.04], [-2.19, -2.70, 1.00], [0.40, -0.99, 0.46], [-0.15, 0.15, -0.92], [-0.57, -0.06, 0.53], [-0.30, 0.31, -0.28], [-0.06, 0.05, -0.43], [-0.06, 0.07, -0.25], [0.54, -0.41, 0.31], [-0.02, -0.39, 0.27], [-0.09, 0.65, 0.21], [0.07, 0.32, -0.01], [-0.21, -0.16, 0.03], [-0.20, 0.23, 0.44], [-0.14, 0.11, -0.05], [0.13, -0.06, -0.21], [0.23, -0.24, -0.01]]
}